(1)
18
Properties=species:S:1:pos:R:3:forces:R:3 method="wB97M-V/def2-TZVPD" homo_lumo_gap_ev=9.5 smiles="CCCNC=O.O" total_charge=0 multiplicity=1 e_tot_ev=-9909.548 e_lumo_ev=0.6 de_lowest_kj_mol=259.90 e_homo_ha=-0.3305
O 3.54490 0.26224 0.25803 2.085 -2.448 -1.056
O -1.37682 0.47439 1.60810 2.187 3.648 1.102
N -0.14045 1.03624 -0.19695 -1.030 1.165 2.312
C -1.14408 0.37266 -1.12471 4.657 -0.570 -1.069
C -0.46869 1.23111 1.17427 -2.449 -4.082 -3.335
C -1.33674 -1.02843 -0.63820 -2.747 -2.614 4.299
C -0.26800 -1.99813 -0.89921 1.479 -1.422 -0.706
H -0.51216 0.42596 -2.17166 -2.181 -0.241 2.200
H 0.61488 1.65167 -0.46722 -0.309 -0.254 -0.844
H 0.52738 -1.96124 -0.17901 0.551 0.500 0.521
H 0.15614 1.99829 1.61588 0.013 0.035 0.915
H 0.17610 -1.71204 -1.81926 0.771 -0.283 -1.289
H 4.32322 0.37116 0.84750 -0.806 0.204 -0.308
H -0.45470 -3.08416 -0.91036 -0.751 0.495 -0.272
H -1.32254 -1.04920 0.53616 -0.248 0.726 -2.420
H -2.38318 -1.54225 -0.66049 1.434 1.406 -1.172
H 3.89153 -0.54794 -0.29204 -1.316 2.280 1.363
H -2.07317 0.83978 -1.12270 -1.339 1.458 -0.241

---

(2)
18
Properties=species:S:1:pos:R:3:forces:R:3 method="wB97M-V/def2-TZVPD" homo_lumo_gap_ev=10.2 smiles="CCC(=O)NC.O" total_charge=0 multiplicity=1 e_tot_ev=-9911.597 e_lumo_ev=0.5 de_lowest_kj_mol=62.24 e_homo_ha=-0.3571
O -2.04420 -5.01038 3.03211 -0.189 -0.831 0.740
O 1.24976 1.60556 0.16243 0.877 0.420 0.208
N -0.63246 0.41237 -0.02446 0.184 -0.645 0.075
C 0.34613 1.28280 -2.07230 -0.813 0.302 0.237
C 0.40186 1.14966 -0.55732 -1.091 -0.366 -0.168
C -0.44863 -0.14692 1.30340 0.211 0.081 0.490
C 1.54342 1.98194 -2.63644 1.528 0.620 0.014
H 1.67104 2.02973 -3.71792 -0.488 -0.481 -0.074
H -1.71207 -4.21660 2.64682 0.350 0.876 -0.477
H 0.13058 0.26598 -2.39632 0.449 -0.066 -0.590
H -1.16754 -0.91191 1.59871 -0.657 0.527 -0.396
H -0.54628 1.85678 -2.35102 -0.073 -0.117 0.233
H -0.45306 0.69577 1.98994 -0.001 -0.298 0.408
H 2.48168 1.59126 -2.22999 -0.168 -0.226 -0.061
H -1.24214 -0.08437 -0.64224 -0.057 -0.072 -0.292
H 1.58122 3.03427 -2.33869 -0.343 -0.101 0.215
H 0.48197 -0.70241 1.43110 0.438 0.422 -0.301
H -1.63499 -5.04254 3.90850 -0.157 -0.046 -0.260

---

(3)
18
Properties=species:S:1:pos:R:3:forces:R:3 method="wB97M-V/def2-TZVPD" homo_lumo_gap_ev=10.5 smiles="[H]/N=C(/C)OC.CO" total_charge=0 multiplicity=1 e_tot_ev=-9910.343 e_lumo_ev=0.8 de_lowest_kj_mol=183.22 e_homo_ha=-0.3566
O -1.13094 1.62043 -1.09710 1.090 -0.365 -0.008
O 0.67818 -0.02673 -0.03624 -0.997 -1.018 0.577
N -1.43649 -1.01814 -0.04622 -1.011 1.071 -0.338
C 1.99687 -0.30712 -0.45726 0.191 -0.328 -0.086
C -1.60767 2.55010 -0.15065 0.099 0.151 0.085
C 0.35932 -2.31657 0.93653 0.122 0.089 -0.060
C -0.24084 -1.13790 0.25231 1.263 1.246 -0.539
H -1.66559 -0.08020 -0.49922 0.478 -1.419 0.470
H -0.26724 1.22301 -0.77151 -1.244 0.597 -0.379
H 2.55769 -0.86194 0.29865 0.002 0.035 0.004
H 1.99771 -0.87838 -1.39310 0.034 0.072 0.076
H -0.88978 3.36339 0.00371 -0.114 0.003 0.043
H -0.44732 -2.97530 1.24263 0.022 -0.010 -0.015
H 0.93068 -1.99714 1.80678 0.040 -0.022 0.051
H -1.81384 2.07157 0.81296 -0.029 0.058 0.035
H 2.48528 0.65343 -0.62447 -0.047 -0.091 0.017
H 1.02858 -2.85145 0.26466 0.063 -0.075 0.002
H -2.53461 2.96896 -0.54247 0.038 0.007 0.065

---

(4)
18
Properties=species:S:1:pos:R:3:forces:R:3 method="wB97M-V/def2-TZVPD" homo_lumo_gap_ev=10.2 smiles="CC(C)C(N)=O.O" total_charge=0 multiplicity=1 e_tot_ev=-9911.868 e_lumo_ev=0.4 de_lowest_kj_mol=36.08 e_homo_ha=-0.3594
O 1.58141 -0.58183 1.21941 -0.001 -0.029 0.017
O -4.24512 -2.15630 0.40052 -0.191 0.039 0.251
N -0.50717 0.23871 1.08875 -0.681 0.117 -0.291
C 1.20206 0.97507 -0.53035 -0.588 0.423 -0.883
C 0.77934 0.12515 0.64148 0.115 -0.378 0.424
C 0.09308 1.47242 -1.50710 0.453 -0.211 0.101
C 2.31116 0.29949 -1.31854 0.387 -0.106 0.611
H 2.58694 0.93272 -2.15883 0.056 -0.141 -0.126
H -4.91776 -2.23373 1.09335 0.248 0.022 -0.244
H -1.23213 0.56985 0.47727 0.181 0.198 -0.067
H 1.67595 1.85177 -0.11645 -0.054 0.418 0.554
H -0.84951 -0.41632 1.76915 0.443 -0.136 0.228
H 3.17804 0.14604 -0.67237 -0.015 0.092 -0.145
H 2.00620 -0.68685 -1.63428 -0.146 -0.253 -0.431
H 0.22026 0.94795 -2.45553 -0.317 -0.045 0.040
H 0.22797 2.52464 -1.71400 0.163 0.307 -0.103
H -3.43632 -1.91812 0.86484 -0.052 -0.072 -0.008
H -0.94138 1.39197 -1.18372 -0.002 -0.243 0.074

---

(5)
18
Properties=species:S:1:pos:R:3:forces:R:3 method="wB97M-V/def2-TZVPD" homo_lumo_gap_ev=9.6 smiles="CNC(C)=O.CO" total_charge=0 multiplicity=1 e_tot_ev=-9908.437 e_lumo_ev=0.3 de_lowest_kj_mol=367.07 e_homo_ha=-0.3410
O 2.70358 -0.71723 0.27898 -1.390 -1.351 -0.464
O -1.95593 0.23378 -0.59176 -2.544 2.492 -6.025
N 0.96192 0.57801 -0.41531 1.255 -0.366 1.578
C -2.60833 0.00516 0.54073 -0.111 -1.042 6.030
C 0.58461 -1.75516 -0.25983 -0.912 -5.178 -0.390
C 1.53013 -0.69206 -0.09551 0.868 4.563 -1.293
C 1.89354 1.64872 -0.03178 0.307 3.197 1.605
H -2.70078 -1.12793 0.70279 0.081 1.402 0.226
H -0.52695 -1.42432 -0.15385 2.315 -0.887 0.047
H 1.08385 -2.40014 0.61212 -2.135 0.422 -1.637
H -3.68546 0.41443 0.67928 1.960 -0.221 -0.350
H 2.61609 1.34702 0.78441 -1.041 -0.201 -1.057
H -0.06102 0.68651 -0.48308 1.024 0.020 0.072
H -1.80450 0.47274 1.34517 -2.664 -1.338 -0.954
H 0.64357 -2.51329 -1.30750 0.173 2.614 3.064
H -2.71904 0.61472 -1.20377 3.031 -1.184 1.110
H 1.51002 2.74084 0.49986 0.157 -3.164 -2.027
H 2.53471 1.88821 -0.90096 -0.374 0.222 0.464

---

(6)
18
Properties=species:S:1:pos:R:3:forces:R:3 method="wB97M-V/def2-TZVPD" homo_lumo_gap_ev=10.5 smiles="CC(N)=O.CCO" total_charge=0 multiplicity=1 e_tot_ev=-9909.785 e_lumo_ev=0.7 de_lowest_kj_mol=237.03 e_homo_ha=-0.3583
O -2.35558 -1.40110 -1.17336 1.118 -1.128 0.777
O 2.31207 0.99679 1.08857 0.482 0.534 -1.522
N -0.57814 -0.90270 -2.44304 0.849 -2.235 4.172
C 0.01571 1.42835 1.97280 -0.249 1.550 -1.419
C -1.13316 -1.34302 -1.22519 -1.212 3.578 -1.061
C -0.15132 -1.26667 -0.01078 0.675 1.046 -2.007
C 1.31909 1.99193 1.30027 0.256 0.754 2.257
H 0.01653 -2.25604 0.24663 0.444 -2.017 0.936
H 0.35155 -0.64571 -2.41002 1.992 0.533 -0.245
H 0.09168 1.38535 3.08712 -0.194 0.309 -0.995
H -1.08577 -0.65990 -3.20284 -2.179 0.592 -2.397
H 2.50976 0.32773 1.74980 -0.708 0.578 0.527
H 1.70060 2.81134 2.12245 -0.651 -1.606 -2.221
H 1.09202 2.56087 0.29763 0.692 -1.472 1.868
H -0.33773 0.43123 1.59128 0.554 2.018 0.698
H -0.64102 2.27503 1.53953 -0.094 -1.582 1.555
H 0.85302 -0.84920 -0.34100 -1.237 -0.401 0.388
H -0.45751 -0.69100 0.87636 -0.538 -1.053 -1.310